(1)
# C20H35BeN4O3S2

A molecular structure, C20H35BeN4O3S2 at a distorted geometry (ωB97M-V/def2-TZVPD, the OMol25 dataset).

For the LUMO energy (spin up / spin down), the calculation gives -0.603 / -3.129 eV. The frontier orbital gap (spin up / spin down) comes out at 7.47 / 4.95 eV. The charge is 0. The calculation puts the largest force on an atom at 4.24 eV/A. Its spin multiplicity is 2.

Last column: Mulliken charge in e.
Element x y z (Å)
Be 17.936 7.768 -24.478  0.452
C 18.103 8.489 -29.170  0.186
C 18.410 8.802 -27.775  0.433
O 18.425 7.686 -26.977  -0.737
H 17.134 7.990 -29.141  -0.312
H 18.825 7.760 -29.540  -0.341
H 17.967 9.253 -29.935  0.196
H 17.541 9.386 -27.471  -0.174
H 19.282 9.455 -27.741  0.137
C 17.946 12.174 -30.864  -1.009
S 16.265 11.639 -30.293  0.797
O 15.607 12.880 -29.743  -0.685
C 15.499 11.565 -32.018  -1.183
H 18.806 12.019 -30.213  0.198
H 17.877 13.232 -31.116  0.441
H 18.162 11.541 -31.725  0.354
H 15.593 12.547 -32.481  0.390
H 14.414 11.458 -32.025  0.364
H 15.962 10.723 -32.534  0.315
C 16.171 5.247 -30.261  -0.664
S 14.686 6.136 -30.889  0.367
O 13.573 6.240 -29.783  -0.612
C 15.317 7.867 -31.188  -0.805
H 15.968 4.281 -29.799  0.444
H 16.539 5.977 -29.539  0.117
H 16.976 5.157 -30.990  0.280
H 14.641 8.505 -31.757  0.428
H 16.200 7.729 -31.812  0.348
H 15.503 8.270 -30.192  0.239
C 15.348 11.254 -26.703  -0.508
C 13.921 11.329 -27.150  0.316
N 12.799 11.342 -27.418  -0.430
H 15.590 10.271 -26.298  0.160
H 15.334 11.960 -25.872  0.320
H 16.019 11.662 -27.459  0.157
N 20.951 6.408 -31.600  0.210
C 21.434 7.372 -30.739  -0.208
C 22.686 7.901 -31.031  -0.843
C 22.926 7.237 -32.207  -0.413
C 21.927 6.297 -32.570  -0.611
H 20.098 5.872 -31.534  0.173
H 20.824 7.548 -29.865  0.509
H 23.240 8.665 -30.504  0.469
H 23.766 7.465 -32.847  0.373
H 21.709 5.541 -33.311  0.402
N 19.970 5.187 -28.239  0.340
C 21.016 4.651 -27.528  -0.454
C 21.345 3.426 -28.013  -0.607
C 20.369 3.148 -29.094  -0.794
C 19.643 4.274 -29.201  -0.027
H 19.507 6.070 -28.075  0.092
H 21.477 5.291 -26.790  0.398
H 22.114 2.725 -27.722  0.393
H 20.407 2.333 -29.802  0.398
H 18.992 4.611 -29.993  0.179
N 23.446 13.193 -27.519  0.002
C 23.395 13.197 -28.941  -0.631
C 22.275 12.405 -29.270  -0.389
C 21.625 11.962 -28.105  0.268
C 22.356 12.451 -27.042  -0.619
H 24.163 13.517 -26.886  0.221
H 24.231 13.556 -29.523  0.367
H 22.134 12.137 -30.306  0.392
H 20.798 11.267 -28.102  0.072
H 22.342 12.234 -25.984  0.361

---

(2)
# C20H35BrN8O2S4SeZr

A molecular structure, C20H35BrN8O2S4SeZr at a distorted geometry (ωB97M-V/def2-TZVPD, the OMol25 dataset).

For the LUMO energy, the calculation gives -12.120 eV. The frontier orbital gap comes out at 6.49 eV. The charge is +4. The calculation puts the largest force on an atom at 4.14 eV/A. The calculation puts the energy above the lowest of the compared OMol25 structures with the same formula, charge and spin at 7.06 kcal/mol.

Last column: Mulliken charge in e.
Element x y z (Å)
Zr 0.309 -0.666 -0.029  -0.906
C 0.733 -3.513 -2.619  -0.924
C -0.690 -3.733 -2.131  -0.917
S -1.523 -2.308 -1.302  0.248
C -2.308 -1.326 -2.645  -0.737
C -1.346 -0.627 -3.606  -0.741
S 0.295 -0.424 -2.819  0.237
C 0.934 1.210 -3.344  -1.149
C 1.969 1.687 -2.323  -0.387
S 2.665 0.368 -1.239  0.149
C 3.413 -0.766 -2.492  -0.824
C 3.325 -2.234 -2.104  -0.815
S 1.770 -2.751 -1.290  0.372
H 0.778 -2.887 -3.509  0.447
H 1.172 -4.486 -2.847  0.659
H -0.717 -4.522 -1.376  0.465
H -1.330 -4.040 -2.960  0.545
H -2.920 -0.606 -2.093  0.287
H -2.969 -2.000 -3.190  0.667
H -1.719 0.363 -3.879  0.420
H -1.198 -1.215 -4.513  0.491
H 0.096 1.907 -3.406  0.469
H 1.370 1.091 -4.338  0.580
H 1.530 2.388 -1.612  0.026
H 2.811 2.175 -2.816  0.571
H 4.467 -0.488 -2.568  0.648
H 2.929 -0.566 -3.446  0.369
H 4.079 -2.470 -1.355  0.299
H 3.493 -2.864 -2.977  0.601
N 3.876 -2.706 1.139  -0.364
N 4.156 -2.006 2.316  -0.294
C 3.459 -0.941 2.688  0.512
N 3.792 -0.272 3.770  -0.290
N 2.418 -0.598 1.847  0.050
N 1.659 0.387 2.143  0.745
O 1.626 1.011 3.168  -0.721
O 0.855 0.718 1.201  0.491
H 3.431 -3.597 1.359  0.244
H 4.761 -2.923 0.683  0.335
H 4.941 -2.297 2.901  0.201
H 4.608 -0.518 4.318  0.212
H 3.259 0.529 4.098  0.187
C -4.204 0.085 3.742  -1.413
C -3.114 -0.773 3.227  0.510
C -2.890 -2.051 3.752  -0.510
C -1.827 -2.809 3.286  -0.884
C -1.045 -2.257 2.294  0.298
Br 0.491 -3.170 1.594  0.103
N -1.236 -1.058 1.726  0.990
C -2.259 -0.338 2.208  -0.851
H -4.870 -0.474 4.395  0.416
H -4.785 0.522 2.932  0.372
H -3.786 0.906 4.325  0.329
H -3.540 -2.446 4.517  0.476
H -1.620 -3.790 3.683  0.544
H -2.406 0.641 1.765  0.503
C -3.709 3.514 -1.407  -0.803
N -2.633 3.962 -0.563  0.145
C -2.495 5.233 -0.096  -0.466
C -1.347 5.282 0.630  -0.408
N -0.783 4.040 0.593  0.242
C 0.452 3.690 1.243  -0.582
C -1.583 3.236 -0.133  0.099
Se -1.313 1.428 -0.723  -0.240
H -4.480 4.283 -1.444  0.315
H -4.137 2.590 -1.017  0.330
H -3.347 3.337 -2.420  0.337
H -3.206 6.009 -0.301  0.502
H -0.899 6.104 1.152  0.526
H 1.022 4.595 1.440  0.347
H 1.039 3.034 0.595  -0.012
H 0.260 3.194 2.198  0.325

---

(3)
# C20H35EuN2O2P2

A molecular structure, C20H35EuN2O2P2 at a distorted geometry (ωB97M-V/def2-TZVPD, the OMol25 dataset).

For the LUMO energy (spin up / spin down), the calculation gives -3.096 / -5.396 eV. The frontier orbital gap (spin up / spin down) comes out at 6.56 / 4.26 eV. The charge is +1. The calculation puts the largest force on an atom at 2.69 eV/A. Its spin multiplicity is 8. The calculation puts the energy above the lowest of the compared OMol25 structures with the same formula, charge and spin at 0.13 kcal/mol.

Last column: Mulliken charge in e.
Element x y z (Å)
Eu 0.492 0.061 0.112  0.617
P -0.297 2.270 -1.401  0.288
C -1.696 1.670 -2.233  -1.151
C -2.000 0.269 -2.349  1.197
N -1.404 -0.656 -1.506  0.071
C -1.743 -1.951 -1.608  0.753
C -2.585 -2.422 -2.628  -0.883
C -3.166 -1.501 -3.496  -0.434
C -2.902 -0.161 -3.354  -0.975
C -1.131 -2.976 -0.638  -1.273
P -0.639 -2.304 0.989  0.877
H -3.319 0.595 -4.015  0.438
H -2.764 -3.486 -2.710  0.511
H -3.816 -1.843 -4.301  0.428
H -1.801 -3.831 -0.486  0.522
H -0.221 -3.414 -1.081  0.401
H -4.054 2.200 -0.897  0.312
H -2.297 2.332 -2.862  0.429
H -3.636 1.491 1.992  0.312
O -4.530 2.246 -0.043  -0.583
H -5.290 2.811 -0.285  0.309
H -0.217 0.807 1.656  -0.030
O -2.999 1.339 2.739  -0.624
H -2.727 0.403 2.612  0.270
C -2.172 -2.403 1.963  -1.356
H -2.554 -3.425 2.111  0.404
H -1.970 -1.958 2.953  0.362
H -2.950 -1.799 1.465  0.374
C 0.522 -3.503 1.730  -1.227
H 0.778 -3.119 2.734  0.374
H 0.136 -4.529 1.831  0.434
H 1.438 -3.517 1.114  0.352
C 1.078 2.533 -2.547  -0.639
H 0.836 3.346 -3.239  0.539
H 2.006 2.777 -2.010  -0.266
H 1.239 1.609 -3.126  0.377
C -0.523 3.688 -0.293  -1.103
H 0.438 3.944 0.187  0.357
H -0.888 4.562 -0.844  0.420
H -1.237 3.421 0.505  0.346
C 4.431 3.081 -1.431  -1.050
N 5.060 1.802 -1.383  0.202
C 6.139 1.691 -0.452  -0.936
C 4.345 0.614 -1.810  -0.523
C 4.127 -0.294 -0.618  0.256
C 5.172 -1.073 -0.075  -0.418
C 5.025 -1.656 1.183  -0.678
C 3.810 -1.577 1.858  -1.050
C 2.746 -0.853 1.282  -0.877
C 2.929 -0.241 0.061  0.434
H 5.221 3.817 -1.260  0.369
H 3.661 3.208 -0.647  0.262
H 3.983 3.257 -2.416  0.338
H 5.791 1.536 0.588  0.287
H 6.819 0.874 -0.726  0.290
H 6.669 2.648 -0.498  0.334
H 3.387 0.935 -2.262  -0.086
H 4.973 0.090 -2.557  0.309
H 6.106 -1.157 -0.636  0.507
H 5.887 -2.161 1.626  0.399
H 3.701 -2.056 2.836  0.386
H 1.797 -0.797 1.848  0.718

---

(4)
# C20H35F4N5O8

5 unconnected molecules or ions with the total composition C20H35F4N5O8 at a distorted geometry (ωB97M-V/def2-TZVPD, the OMol25 dataset).

For the LUMO energy, the calculation gives -1.087 eV. The frontier orbital gap comes out at 7.82 eV. The charge is 0. The calculation puts the largest force on an atom at 10.29 eV/A.

Last column: Mulliken charge in e.
Element x y z (Å)
O -0.673 -2.634 -1.324  -0.536
C -2.001 -2.587 -1.126  0.354
O -2.805 -3.855 -1.134  -0.372
C -4.192 -3.426 -0.902  -0.340
N -5.279 -4.445 -0.649  0.147
C -6.643 -3.910 -1.024  0.573
O -6.958 -3.957 -2.348  -0.444
F -7.634 -3.295 -0.105  -0.186
C -5.234 -5.028 0.746  0.562
O -6.278 -5.804 1.117  -0.472
F -4.103 -4.855 1.719  -0.177
C -4.094 -2.090 0.085  0.233
F -5.367 -1.419 0.463  -0.399
C -2.976 -1.281 -0.803  -0.029
C -2.299 0.097 -0.230  -0.602
C -2.448 0.330 1.385  -0.065
F -1.950 1.732 1.647  -0.327
H -4.512 -2.921 -1.919  0.454
H -3.427 -2.498 0.985  0.377
H -3.403 -1.002 -1.868  0.300
H -1.135 0.077 -0.480  0.115
H -2.767 0.987 -0.872  0.314
H -3.550 0.312 1.786  0.211
H -1.707 -0.374 1.964  0.184
C -0.094 -0.564 5.054  -1.278
C -1.472 -1.128 4.848  0.743
O -1.860 -1.519 3.749  -0.624
N -2.304 -1.202 5.926  -0.160
C -2.043 -0.801 7.287  -0.858
H 0.448 -0.571 4.103  0.252
H -0.161 0.469 5.405  0.375
H 0.458 -1.177 5.771  0.403
H -3.213 -1.593 5.705  0.245
H -2.168 -1.678 7.928  0.287
H -2.782 -0.046 7.566  0.284
H -1.040 -0.395 7.417  0.334
C 2.076 -2.226 -1.565  -1.056
C 2.743 -1.150 -0.753  0.747
O 2.343 -0.832 0.364  -0.687
N 3.826 -0.518 -1.290  -0.076
C 4.447 -0.741 -2.573  -0.819
H 1.231 -2.634 -1.003  0.186
H 1.699 -1.808 -2.502  0.302
H 2.782 -3.036 -1.764  0.434
H 4.218 0.193 -0.682  0.228
H 5.489 -1.020 -2.401  0.277
H 4.415 0.198 -3.132  0.235
H 3.950 -1.523 -3.147  0.306
C -1.320 4.704 1.343  -1.044
C -1.757 6.142 1.320  0.651
O -2.156 6.686 0.292  -0.660
N -1.702 6.850 2.484  -0.166
C -1.269 6.401 3.785  -0.769
H -1.422 4.276 0.341  0.285
H -0.271 4.636 1.643  0.355
H -1.951 4.132 2.029  0.296
H -2.013 7.810 2.384  0.229
H -2.100 6.531 4.482  0.274
H -0.434 7.031 4.100  0.273
H -0.956 5.356 3.782  0.298
C 7.488 -0.856 -6.820  -1.331
C 6.564 -0.238 -5.808  0.796
O 5.793 -0.914 -5.130  -0.588
N 6.596 1.116 -5.650  -0.128
C 7.420 2.079 -6.340  -0.856
H 7.345 -1.940 -6.830  0.285
H 7.263 -0.469 -7.818  0.371
H 8.527 -0.646 -6.555  0.364
H 5.945 1.453 -4.950  0.204
H 8.015 2.612 -5.595  0.282
H 6.760 2.787 -6.846  0.287
H 8.083 1.612 -7.070  0.333